Record 1
{
  "formula": "C29H33BCeClN9O4SSb",
  "method": "wB97M-V/def2-TZVPD",
  "e_lumo_ev": -5.2,
  "mol_weight_g_mol": 911.9,
  "de_lowest_kcal_mol": 16.29,
  "max_force_ev_per_a": 4.6,
  "gap_ev": 6.01,
  "homo_ev": -11.189,
  "charge": 1,
  "species": ["Ce", "C", "C", "C", "C", "C", "C", "N", "Sb", "C", "C", "C", "C", "C", "C", "N", "C", "C", "C", "C", "C", "C", "N", "H", "H", "H", "H", "H", "H", "H", "H", "H", "H", "H", "H", "H", "H", "H", "H", "H", "H", "B", "N", "C", "C", "C", "N", "N", "C", "C", "C", "N", "H", "H", "H", "H", "H", "H", "H", "H", "O", "S", "O", "O", "O", "N", "H", "H", "H", "Cl", "C", "C", "C", "C", "N", "C", "H", "H", "H", "H"],
  "xyz": [[-0.118, -0.028, -0.748], [3.166, 1.708, -0.194], [3.430, 0.235, -0.099], [4.732, -0.231, -0.241], [4.997, -1.581, -0.152], [3.945, -2.447, 0.115], [2.665, -1.943, 0.255], [2.402, -0.612, 0.128], [1.307, -3.546, 0.842], [0.256, -2.957, 2.650], [-0.180, -4.066, 3.363], [-0.956, -3.858, 4.496], [-1.287, -2.565, 4.845], [-0.809, -1.500, 4.083], [-1.217, -0.085, 4.400], [-0.010, -1.696, 3.021], [-0.270, -3.442, -0.659], [-1.287, -4.357, -0.476], [-2.311, -4.389, -1.416], [-2.219, -3.577, -2.535], [-1.140, -2.721, -2.673], [-1.001, -1.871, -3.907], [-0.166, -2.629, -1.733], [4.027, 2.270, 0.165], [2.291, 1.976, 0.379], [2.994, 1.999, -1.238], [5.527, 0.481, -0.426], [6.007, -1.954, -0.271], [4.117, -3.510, 0.227], [0.091, -5.065, 3.046], [-1.297, -4.694, 5.092], [-1.911, -2.368, 5.706], [-1.862, -0.055, 5.276], [-1.773, 0.327, 3.556], [-0.347, 0.551, 4.579], [-1.297, -5.001, 0.394], [-3.160, -5.048, -1.282], [-2.980, -3.599, -3.303], [-1.504, -2.339, -4.749], [0.046, -1.719, -4.149], [-1.461, -0.894, -3.750], [0.192, 1.799, -3.597], [1.398, 0.823, -3.621], [2.416, 0.738, -4.473], [3.209, -0.348, -4.109], [2.579, -0.878, -2.991], [1.486, -0.159, -2.697], [0.446, 2.836, -2.483], [0.828, 4.107, -2.586], [0.892, 4.653, -1.309], [0.522, 3.615, -0.469], [0.255, 2.509, -1.182], [0.106, 2.358, -4.657], [-0.790, 1.158, -3.259], [2.521, 1.439, -5.290], [4.110, -0.702, -4.587], [2.853, -1.741, -2.400], [1.003, 4.554, -3.553], [1.161, 5.660, -1.031], [0.403, 3.631, 0.604], [-2.427, 0.413, 1.016], [-2.435, -0.778, 0.195], [-3.530, -1.655, 0.294], [-1.105, -1.450, 0.542], [-2.171, -0.293, -1.240], [0.305, 1.006, 1.501], [-0.455, 0.346, 1.659], [-0.131, 1.907, 1.736], [0.981, 0.759, 2.210], [-4.212, 4.664, 4.714], [-3.582, 4.087, 3.212], [-4.428, 3.823, 2.147], [-3.871, 3.376, 0.965], [-2.497, 3.212, 0.894], [-1.685, 3.449, 1.921], [-2.224, 3.874, 3.071], [-5.495, 3.963, 2.253], [-4.493, 3.129, 0.112], [-2.024, 2.867, -0.026], [-1.548, 4.048, 3.900]],
  "mulliken_charge": [-0.528, -0.978, 0.959, -1.038, -0.778, -0.800, -0.123, 0.607, 0.819, 0.096, -0.716, -0.571, -0.843, 0.806, -0.932, 0.002, 0.267, -0.564, -0.769, -0.893, 1.100, -1.195, 0.050, 0.634, 0.013, 0.060, 0.529, 0.432, 0.480, 0.446, 0.430, 0.372, 0.425, 0.059, 0.227, 0.424, 0.433, 0.455, 0.574, 0.150, 0.139, 0.125, 0.109, -0.297, -1.331, -0.607, 1.194, -0.481, -0.189, -1.517, -0.307, 0.913, -0.149, 0.016, 0.483, 0.495, 0.549, 0.495, 0.494, 0.578, -0.267, 0.762, -0.757, 0.602, -0.419, 0.682, -0.697, 0.008, 0.398, -0.200, 0.291, -0.355, -0.911, 0.085, -0.124, -0.584, 0.442, 0.441, 0.316, 0.449]
}

***

Record 2
{
  "formula": "C29H33CuN2O5",
  "method": "wB97M-V/def2-TZVPD",
  "s_squared": 0.754,
  "e_lumo_ev": [2.3, 2.3],
  "mol_weight_g_mol": 553.1,
  "spin_multiplicity": 2,
  "max_force_ev_per_a": 0.6,
  "gap_ev": [5.97, 6.01],
  "homo_ev": [-3.643, -3.686],
  "charge": -1,
  "species": ["Cu", "O", "C", "O", "C", "O", "C", "C", "O", "O", "H", "H", "H", "H", "H", "N", "C", "C", "C", "C", "C", "C", "C", "H", "H", "H", "H", "H", "C", "C", "C", "C", "C", "C", "C", "C", "N", "C", "C", "C", "C", "H", "H", "H", "H", "H", "H", "H", "H", "H", "H", "H", "H", "H", "H", "H", "H", "H", "H", "C", "C", "C", "C", "C", "C", "H", "H", "H", "H", "H"],
  "xyz": [[-1.190, 0.963, 0.128], [-4.526, -0.087, -1.872], [-3.258, 0.292, -2.068], [-2.321, -0.297, -1.586], [-3.152, 1.440, -3.064], [-2.236, 2.425, -2.677], [-2.760, 3.403, -1.786], [-3.536, 2.848, -0.572], [-4.544, 3.460, -0.226], [-3.071, 1.784, -0.039], [-4.531, -0.741, -1.160], [-2.763, 1.014, -3.992], [-4.151, 1.851, -3.244], [-1.897, 3.955, -1.413], [-3.428, 4.086, -2.322], [0.349, 1.026, -1.906], [1.322, 0.528, -2.260], [2.560, -0.047, -2.682], [2.627, -0.853, -3.818], [3.834, -1.415, -4.195], [4.981, -1.170, -3.454], [4.923, -0.348, -2.336], [3.719, 0.211, -1.948], [1.733, -1.033, -4.400], [3.880, -2.051, -5.069], [5.921, -1.620, -3.746], [5.819, -0.147, -1.765], [3.662, 0.848, -1.076], [1.253, -4.902, 2.503], [0.845, -3.849, 1.500], [0.994, -4.080, 0.140], [0.620, -3.081, -0.760], [0.823, -3.282, -2.242], [0.063, -1.907, -0.298], [-0.183, -1.646, 1.077], [0.302, -2.655, 1.953], [-0.843, -0.506, 1.435], [-1.218, -0.304, 2.847], [-0.002, -0.086, 3.773], [-2.115, -1.462, 3.341], [-2.083, 0.952, 3.008], [1.748, -5.736, 2.004], [0.379, -5.290, 3.031], [1.935, -4.494, 3.252], [1.404, -5.021, -0.215], [1.087, -4.316, -2.468], [1.627, -2.639, -2.608], [-0.081, -3.025, -2.799], [-0.236, -1.161, -1.015], [0.250, -2.526, 3.023], [0.601, -0.978, 3.929], [-0.349, 0.260, 4.750], [0.631, 0.690, 3.338], [-1.702, -2.442, 3.119], [-3.080, -1.384, 2.838], [-2.273, -1.386, 4.420], [-1.475, 1.847, 2.923], [-2.551, 0.946, 3.995], [-2.865, 0.989, 2.249], [1.403, 4.772, 1.446], [0.015, 4.805, 1.491], [-0.722, 3.691, 1.104], [-0.106, 2.515, 0.667], [1.288, 2.499, 0.665], [2.038, 3.611, 1.032], [1.981, 5.644, 1.730], [-0.497, 5.699, 1.829], [-1.804, 3.750, 1.162], [1.810, 1.590, 0.379], [3.122, 3.573, 0.999]],
  "nbo_charge": [1.285, -0.678, 0.826, -0.644, -0.170, -0.513, -0.191, 0.748, -0.689, -0.864, 0.500, 0.205, 0.189, 0.215, 0.174, -0.299, 0.279, -0.100, -0.183, -0.217, -0.196, -0.202, -0.174, 0.231, 0.215, 0.211, 0.215, 0.233, -0.641, 0.104, -0.347, 0.003, -0.627, -0.318, 0.310, -0.404, -0.814, 0.111, -0.626, -0.625, -0.618, 0.199, 0.205, 0.205, 0.182, 0.200, 0.205, 0.210, 0.208, 0.194, 0.196, 0.192, 0.220, 0.214, 0.205, 0.190, 0.216, 0.193, 0.237, -0.256, -0.230, -0.291, -0.283, -0.286, -0.225, 0.194, 0.197, 0.215, 0.188, 0.189]
}